(1)
# C27H28Cl4N4NiO9S2

C27H28Cl4N4NiO9S2 as an isolated structure (ωB97M-V/def2-TZVPD, the OMol25 dataset).

The geometry in ORCA input format:
```
! wB97M-V def2-TZVPD RIJCOSX def2/J DEFGRID3
* xyz -2 3
Ni -0.526 -0.472 0.458
O -0.545 5.381 1.880
C -0.591 4.037 1.612
C -1.704 3.459 1.012
C -1.672 2.098 0.768
N -0.619 1.381 1.119
C 0.471 1.919 1.646
C 0.525 3.270 1.932
C 1.645 0.936 1.797
O 2.626 1.305 2.446
O 1.474 -0.162 1.187
C -2.763 1.318 0.012
O -3.796 1.933 -0.265
O -2.448 0.125 -0.268
H -1.373 5.769 1.581
H -2.575 4.027 0.709
H 1.414 3.701 2.367
C 3.379 -6.076 -4.470
C 2.377 -5.532 -3.439
C 1.572 -4.425 -4.124
C 1.436 -6.681 -3.056
C 3.137 -5.026 -2.176
O 3.997 -6.090 -1.709
C 4.071 -3.815 -2.380
C 3.505 -2.408 -2.692
C 3.934 -1.839 -4.028
C 5.266 -1.885 -4.437
C 5.671 -1.341 -5.647
C 4.727 -0.734 -6.456
Cl 5.230 -0.048 -7.986
C 3.401 -0.657 -6.072
C 3.013 -1.209 -4.859
C 2.291 -4.865 -0.895
N 1.186 -3.945 -0.862
C 1.125 -2.792 -0.189
N -0.098 -2.325 -0.241
C -0.777 -3.240 -0.967
N -0.040 -4.250 -1.359
H 2.834 -6.336 -5.380
H 3.875 -6.986 -4.122
H 4.134 -5.340 -4.753
H 0.947 -4.876 -4.900
H 2.224 -3.706 -4.614
H 0.912 -3.890 -3.448
H 1.048 -7.144 -3.966
H 0.587 -6.321 -2.477
H 1.966 -7.446 -2.485
H 4.702 -6.193 -2.357
H 4.793 -4.078 -3.157
H 4.644 -3.783 -1.449
H 3.872 -1.715 -1.931
H 2.417 -2.369 -2.621
H 6.015 -2.343 -3.801
H 6.707 -1.382 -5.956
H 2.672 -0.169 -6.705
H 1.970 -1.164 -4.561
H 2.988 -4.534 -0.124
H 1.933 -5.851 -0.599
H 1.949 -2.306 0.310
H -1.822 -3.139 -1.202
C 1.349 -1.878 4.231
O 0.335 -1.669 3.264
C -0.940 -2.003 3.532
S -1.362 -2.707 5.000
S -1.999 -1.522 2.296
H 2.255 -1.497 3.762
H 1.436 -2.936 4.484
H 1.132 -1.321 5.144
Cl -1.576 1.936 -3.162
C -0.220 0.933 -3.669
Cl -0.603 0.188 -5.240
Cl 1.233 1.961 -3.887
C 0.144 -0.150 -2.558
O 0.388 -1.286 -2.973
O 0.172 0.343 -1.420
*
```

The calculation puts the relative energy (zero: lowest compared OMol25 entry of this formula, charge and spin) at 0.0 kJ/mol. The calculation puts the orbital gap (spin up / spin down) at 5.82 / 6.06 eV. As for the expectation value of S²: 2.01. The highest occupied orbital energy (spin up / spin down) is -2.22 / -2.45 eV.

---

(2)
# C27H28ClN4O10PS

C27H28ClN4O10PS as an isolated structure in a non-equilibrium geometry (ωB97M-V/def2-TZVPD, the OMol25 dataset).

The geometry in ORCA input format:
```
! wB97M-V def2-TZVPD RIJCOSX def2/J DEFGRID3
* xyz 0 1
C -3.667 0.742 0.953
C -2.422 -0.117 0.880
N -1.642 -0.086 -0.117
C -2.069 -1.055 2.003
C -0.587 -1.273 2.111
C 0.263 -0.161 2.519
P -0.178 1.580 2.936
O -0.676 2.259 1.536
Cl -1.963 1.503 4.030
C 1.597 -0.309 2.668
C 2.217 -1.556 2.401
N 3.507 -1.836 2.497
S 3.627 -3.404 2.109
N 2.106 -3.737 1.816
C 1.377 -2.625 1.994
C -0.043 -2.506 1.838
C -0.902 -3.678 1.414
C -0.247 -4.724 0.511
C 0.180 -4.174 -0.856
C -0.943 -3.471 -1.590
N -0.470 -2.955 -2.917
C -0.682 -1.541 -2.976
C 0.489 -0.690 -2.621
O -1.746 -1.070 -3.284
H -4.315 0.445 0.133
H -4.175 0.612 1.902
H -3.399 1.779 0.782
H -1.975 0.583 -0.810
H -2.479 -0.726 2.951
H -2.590 -1.974 1.770
H -1.311 2.951 1.801
H 2.211 0.518 3.002
H -1.797 -3.355 0.909
H -1.223 -4.191 2.324
H 0.559 -5.266 0.980
H -1.024 -5.465 0.302
H 1.069 -3.552 -0.789
H 0.433 -5.051 -1.453
H -1.312 -2.628 -1.007
H -1.797 -4.127 -1.732
H -1.063 -3.380 -3.619
H 0.737 -0.801 -1.568
H 1.329 -0.944 -3.259
H 0.190 0.337 -2.798
C 6.419 -2.553 -4.888
C 5.142 -2.834 -4.597
C 4.190 -1.781 -4.103
O 3.042 -2.119 -3.880
C 4.688 -0.430 -3.917
C 5.966 -0.149 -4.204
C 6.913 -1.197 -4.723
O 8.053 -0.856 -4.976
O 6.492 1.060 -4.057
O 4.621 -4.049 -4.722
H 7.111 -3.302 -5.246
H 4.000 0.316 -3.545
H 7.424 0.986 -4.338
H 3.686 -3.972 -4.449
C -2.592 6.482 2.164
C -3.259 7.616 2.422
C -4.492 7.634 3.286
O -5.028 8.707 3.484
C -4.973 6.375 3.828
C -4.306 5.242 3.568
C -3.064 5.233 2.724
O -2.517 4.156 2.554
O -4.685 4.057 4.030
O -2.889 8.794 1.944
H -1.705 6.456 1.547
H -5.866 6.396 4.435
H -4.028 3.409 3.705
H -3.538 9.441 2.283
*
```

The calculation puts the orbital gap at 6.91 eV. The highest occupied orbital energy is -8.80 eV.

---

(3)
# C27H28GeN4ReS

C27H28GeN4ReS as an isolated structure (ωB97M-V/def2-TZVPD, the OMol25 dataset).

The geometry in ORCA input format:
```
! wB97M-V def2-TZVPD RIJCOSX def2/J DEFGRID3
* xyz 3 1
Re -1.158 -0.896 -0.395
C 3.538 -2.895 3.065
C 3.556 -1.575 2.310
N 2.832 -1.655 1.027
C 1.522 -1.558 0.930
S 0.809 -1.782 -0.722
N 0.733 -1.346 1.942
N -0.590 -1.312 1.549
C -1.510 -1.633 2.409
C -1.250 -1.987 3.824
C -2.873 -1.702 1.823
C -4.001 -2.006 2.546
C -5.223 -2.132 1.873
C -5.266 -1.967 0.499
C -4.096 -1.674 -0.175
N -2.928 -1.520 0.466
H 4.100 -2.786 3.991
H 4.001 -3.690 2.481
H 2.520 -3.192 3.319
H 4.573 -1.274 2.068
H 3.097 -0.777 2.892
H 3.360 -1.871 0.194
H -0.185 -2.087 4.006
H -1.760 -2.912 4.096
H -1.643 -1.193 4.468
H -3.945 -2.154 3.615
H -6.122 -2.373 2.425
H -6.188 -2.081 -0.054
H -4.071 -1.553 -1.254
C -1.397 2.326 1.212
Ge -0.286 1.435 -0.106
C -1.652 0.506 -1.764
C -2.647 1.499 -1.778
C -3.457 1.608 -2.896
C -3.331 0.705 -3.952
C -2.346 -0.262 -3.931
C -1.438 -0.348 -2.867
C 1.408 2.155 -0.480
C 1.759 3.110 0.472
C 3.026 3.699 0.479
C 3.929 3.349 -0.491
C 3.606 2.416 -1.506
C 4.551 2.107 -2.517
C 4.240 1.239 -3.530
C 2.957 0.664 -3.576
C 2.029 0.947 -2.604
C 2.325 1.812 -1.529
H -1.503 3.393 1.020
H -0.861 2.185 2.156
H -2.378 1.865 1.307
H -2.868 2.117 -0.919
H -4.224 2.372 -2.915
H -3.987 0.776 -4.810
H -2.201 -0.897 -4.797
H -0.562 -0.976 -3.001
H 1.057 3.403 1.246
H 3.285 4.425 1.237
H 4.910 3.809 -0.499
H 5.524 2.582 -2.485
H 4.963 1.018 -4.302
H 2.697 0.010 -4.397
H 1.037 0.533 -2.693
*
```

The calculation puts the orbital gap at 5.01 eV. The highest occupied orbital energy is -16.14 eV.

---

(4)
# C27H28IInN7O2S2

C27H28IInN7O2S2 as an isolated structure (ωB97M-V/def2-TZVPD, the OMol25 dataset).

The geometry in ORCA input format:
```
! wB97M-V def2-TZVPD RIJCOSX def2/J DEFGRID3
* xyz 1 1
In 0.356 0.231 -0.432
C -0.131 1.912 4.469
S 1.182 0.721 4.164
C 1.413 0.777 2.433
S 0.523 1.897 1.454
N 2.302 -0.082 2.012
N 2.358 -0.149 0.660
C 3.438 -0.432 0.060
C 3.379 -0.459 -1.407
C 4.483 -0.794 -2.174
C 4.378 -0.738 -3.556
C 3.177 -0.342 -4.121
C 2.119 -0.031 -3.284
N 2.212 -0.089 -1.958
H -0.271 1.895 5.549
H -1.057 1.618 3.980
H 0.161 2.913 4.163
H 4.368 -0.608 0.593
H 5.405 -1.085 -1.690
H 5.223 -0.994 -4.180
H 3.051 -0.276 -5.192
H 1.160 0.272 -3.684
C -3.887 1.990 -0.132
C -3.456 1.124 1.012
N -4.075 1.234 2.161
C -3.698 0.471 3.206
C -2.693 -0.457 3.139
C -2.310 -1.284 4.347
O -3.028 -0.962 5.514
C -1.992 -0.587 1.911
C -0.970 -1.586 1.776
N -0.093 -1.625 0.832
C 0.804 -2.717 0.760
C 1.516 -3.163 1.868
C 2.425 -4.201 1.735
C 2.638 -4.792 0.498
C 1.938 -4.351 -0.616
C 1.027 -3.315 -0.479
I -0.072 -2.677 -2.141
C -2.364 0.223 0.822
O -1.777 0.199 -0.348
H -4.597 2.731 0.225
H -4.364 1.390 -0.913
H -3.027 2.487 -0.587
H -4.230 0.643 4.132
H -1.257 -1.110 4.586
H -2.411 -2.352 4.115
H -3.926 -1.301 5.443
H -0.957 -2.396 2.505
H 1.385 -2.662 2.819
H 2.979 -4.539 2.600
H 3.349 -5.600 0.397
H 2.094 -4.815 -1.580
C -2.977 2.018 -4.543
C -1.774 2.153 -3.678
C -0.866 3.184 -3.524
C 0.034 2.764 -2.531
N -0.298 1.542 -2.127
N -1.381 1.173 -2.843
C 1.205 3.486 -1.959
H -3.348 3.003 -4.815
H -3.774 1.484 -4.025
H -2.742 1.479 -5.461
H -0.863 4.126 -4.044
H -1.943 0.411 -2.484
H 1.465 4.335 -2.588
H 2.076 2.832 -1.887
H 0.987 3.856 -0.957
*
```

The calculation puts the relative energy (zero: lowest compared OMol25 entry of this formula, charge and spin) at 0.0 kJ/mol. The calculation puts the orbital gap at 6.89 eV. The highest occupied orbital energy is -10.47 eV.